(A)
Density functional theory data (ωB97M-V/def2-TZVPD) for an isolated molecule of C5H9N3.

Lowest unoccupied orbital energy: 0.99 eV
Structure (SMILES): CC1=CCN=C1NN
HOMO: -8.614 eV
Kohn-Sham gap: 9.6 eV

```
17
Properties=species:S:1:pos:R:3:lowdin_charge:R:1
C 0.547 -0.298 1.804 -0.077
C -0.277 -0.407 0.590 -0.230
C -1.429 -1.110 0.433 -0.017
C -1.833 -0.974 -0.984 -0.241
C 0.061 0.073 -0.741 -0.366
H 0.642 0.704 2.188 0.062
H 0.127 -0.968 2.596 0.087
H 1.592 -0.679 1.666 0.093
H -2.073 -1.618 1.171 0.121
H -2.792 -0.489 -1.104 0.115
H -1.860 -1.954 -1.477 0.124
H 1.054 1.092 -2.139 0.133
H 1.263 2.593 -0.380 0.091
H 2.794 1.800 -0.564 0.108
N -0.794 -0.209 -1.646 0.072
N 1.201 0.753 -1.168 -0.067
N 1.776 1.690 -0.245 -0.008
```


(B)
Density functional theory data (ωB97M-V/def2-TZVPD) for an isolated molecule of C5H9N3.

Lowest unoccupied orbital energy: 0.91 eV
Structure (SMILES): C[C@@]1(N)[C@@H]2N=CN[C@@H]21
HOMO: -8.188 eV
Kohn-Sham gap: 9.1 eV

```
17
Properties=species:S:1:pos:R:3:lowdin_charge:R:1
C -2.426 0.226 -0.267 -0.029
C -0.908 -0.051 -0.401 -0.398
C -0.200 -0.481 0.780 -0.270
C 1.912 -0.062 0.289 -0.175
C 0.023 0.950 0.581 -0.214
H -2.905 -0.737 -0.092 0.075
H -2.752 0.964 0.466 0.070
H -2.812 0.757 -1.139 0.074
H 0.302 -1.071 -1.762 0.079
H 0.111 0.549 -1.922 0.047
H -0.857 -0.976 1.570 0.165
H 1.382 -1.936 1.131 0.110
H 2.943 -0.119 0.109 0.098
H -0.541 1.679 1.155 0.128
N -0.339 -0.278 -1.705 0.092
N 1.071 -1.195 0.542 0.075
N 1.372 1.101 0.390 0.071
```


(C)
Density functional theory data (ωB97M-V/def2-TZVPD) for an isolated molecule of C5H9N3.

Lowest unoccupied orbital energy: 0.98 eV
Structure (SMILES): N[C@]12CNN=C[C@@H]1C2
HOMO: -8.210 eV
Kohn-Sham gap: 9.2 eV

```
17
Properties=species:S:1:pos:R:3:lowdin_charge:R:1
C -0.580 -0.427 -0.044 -0.538
C 0.602 -1.303 -0.556 -0.135
C 0.714 1.695 0.188 -0.115
C -0.371 0.847 -0.488 -0.289
C -1.893 0.365 -0.539 0.056
H -1.592 -0.792 1.828 0.152
H 0.224 -0.793 2.061 0.160
H 0.895 -1.736 -1.535 0.120
H 0.747 -2.013 0.493 0.148
H 2.593 -0.831 -0.161 0.118
H 0.839 2.889 0.253 0.145
H -0.068 0.561 -1.520 0.141
H -2.599 1.075 0.049 0.129
H -2.327 0.280 -1.425 0.014
N -0.613 -0.346 1.383 -0.013
N 1.670 -0.411 -0.257 -0.116
N 1.760 0.939 0.271 0.024
```


(D)
Density functional theory data (ωB97M-V/def2-TZVPD) for an isolated molecule of C5H9N3.

Lowest unoccupied orbital energy: 0.90 eV
Structure (SMILES): C=C1NC=N[C@H]1CN
HOMO: -8.710 eV
Kohn-Sham gap: 9.6 eV

```
17
Properties=species:S:1:pos:R:3:lowdin_charge:R:1
C -1.093 0.736 -0.705 -0.303
C 0.109 0.689 0.038 -0.335
C 1.762 -0.940 -0.595 -0.055
C 0.196 -0.350 1.000 -0.456
C -0.769 -0.731 1.941 0.008
H -1.109 1.520 -2.514 0.028
H 0.295 1.372 -2.189 0.077
H -2.004 1.283 -0.075 0.168
H -1.559 -0.356 -0.856 0.160
H 0.644 1.689 0.226 0.190
H 2.649 -1.486 -0.795 0.083
H 1.309 -2.065 1.418 0.170
H -1.951 -0.390 2.098 0.106
H -0.539 -1.722 2.706 0.107
N -0.591 1.655 -1.717 -0.024
N 1.063 -0.003 -1.121 0.052
N 1.589 -0.903 1.140 0.024
```


Which structure is most stable? (A), by 58.3 kJ/mol over the runner-up.


(A)
Density functional theory data (ωB97M-V/def2-TZVPD) for a structure of composition C4H5NO.

Lowest unoccupied orbital energy: 0.94 eV
HOMO: -10.058 eV
Kohn-Sham gap: 11.0 eV

```
11
Properties=species:S:1:pos:R:3:lowdin_charge:R:1
N 1.735 -0.433 -0.708 0.161
C 1.052 0.151 0.188 -0.467
C 0.153 1.294 -0.110 -0.007
C -1.056 0.739 0.016 -0.040
C -0.792 -0.698 0.400 -0.168
O 0.422 -0.609 1.162 -0.057
H 1.917 -1.390 -0.391 0.076
H 0.449 2.198 -0.617 0.110
H -2.020 1.117 -0.302 0.109
H -0.288 -1.119 -0.578 0.154
H -1.572 -1.250 0.940 0.130
```


(B)
Density functional theory data (ωB97M-V/def2-TZVPD) for a cluster of 2 separate species, C4H5NO in total.

Lowest unoccupied orbital energy: 0.80 eV
Structure (SMILES): N=C=O.C#CC
HOMO: -9.866 eV
Kohn-Sham gap: 10.7 eV

```
11
Properties=species:S:1:pos:R:3:lowdin_charge:R:1
C -2.205 -0.019 0.395 -0.113
C -0.964 0.754 0.353 -0.202
C 0.057 1.392 0.318 0.070
C 1.994 -1.075 -0.263 -0.404
O 1.120 -1.847 -0.345 0.151
N 2.820 -0.184 -0.178 0.167
H -2.003 -1.076 0.200 0.075
H -2.915 0.338 -0.357 0.078
H -2.685 0.061 1.376 0.078
H 3.815 -0.329 -0.161 0.080
H 0.978 1.931 0.282 0.020
```


Which structure is most stable? (B), by 87.7 kJ/mol over the runner-up.


(A)
Density functional theory data (ωB97M-V/def2-TZVPD) for a cluster of 5 separate species, H10O5 in total.

Lowest unoccupied orbital energy: 0.47 eV
Structure (SMILES): O.O.O.O.O
HOMO: -11.187 eV
Kohn-Sham gap: 11.7 eV

```
15
Properties=species:S:1:pos:R:3:lowdin_charge:R:1
H -0.712 0.325 1.425 0.032
H -1.817 -0.509 0.955 0.016
H 1.017 1.222 0.260 0.041
H 0.218 2.554 0.290 0.068
H 0.038 -1.641 0.575 0.035
H -0.247 -1.444 -0.870 0.022
H -2.003 0.298 -2.023 0.082
H -1.068 0.775 -0.908 0.015
H 1.623 -0.662 -0.328 0.016
H 2.918 -0.290 0.436 0.056
O -1.097 -0.571 1.570 -0.062
O 0.097 1.604 0.250 -0.076
O 0.437 -1.803 -0.306 -0.059
O -1.714 0.063 -1.105 -0.088
O 2.309 0.079 -0.220 -0.100
```


(B)
Density functional theory data (ωB97M-V/def2-TZVPD) for a cluster of 5 separate species, H10O5 in total.

Lowest unoccupied orbital energy: 0.14 eV
Structure (SMILES): O.O.O.O.O
HOMO: -10.530 eV
Kohn-Sham gap: 10.7 eV

```
15
Properties=species:S:1:pos:R:3:lowdin_charge:R:1
O 2.803 -0.011 -0.787 -0.054
H 2.593 0.474 -1.621 0.079
H 2.486 -0.885 -0.996 0.037
O -0.974 0.011 -2.067 -0.066
H -1.468 -0.736 -1.781 0.006
H -0.454 0.400 -1.334 0.005
O -0.943 -1.868 1.518 -0.019
H -0.845 -2.818 1.432 0.062
H -1.726 -1.831 2.060 0.061
O 0.342 0.301 0.477 -0.068
H -0.086 -0.494 0.856 0.022
H 1.263 0.098 0.506 0.013
O -1.359 2.394 0.583 -0.019
H -0.934 3.215 0.529 0.005
H -0.699 1.752 0.628 -0.063
```


Which structure is most stable? (A), by 81.9 kJ/mol over the runner-up.


(A)
Density functional theory data (ωB97M-V/def2-TZVPD) for a cluster of 5 separate species, H10O5 in total.

Lowest unoccupied orbital energy: 0.42 eV
Structure (SMILES): O.O.O.O.O
HOMO: -10.789 eV
Kohn-Sham gap: 11.2 eV

```
15
Properties=species:S:1:pos:R:3:lowdin_charge:R:1
O 2.167 -0.698 0.416 -0.047
H 1.949 -0.733 1.340 0.033
H 1.589 -1.377 0.025 0.042
O -0.848 0.820 1.386 -0.064
H -0.214 1.396 0.891 0.032
H -1.494 1.506 1.539 0.046
O 1.246 1.851 -0.473 -0.092
H 2.194 1.859 -0.490 0.026
H 0.827 1.134 -1.037 0.028
O -1.656 -1.862 0.546 -0.073
H -1.444 -0.997 0.900 -0.019
H -2.305 -1.647 -0.161 0.056
O -0.648 -0.075 -1.450 -0.067
H -0.568 -0.938 -1.023 0.016
H -0.795 -0.240 -2.410 0.082
```


(B)
Density functional theory data (ωB97M-V/def2-TZVPD) for a cluster of 5 separate species, H10O5 in total.

Lowest unoccupied orbital energy: 0.86 eV
Structure (SMILES): O.O.O.O.O
HOMO: -11.040 eV
Kohn-Sham gap: 11.9 eV

```
15
Properties=species:S:1:pos:R:3:lowdin_charge:R:1
H 1.480 -0.192 -1.775 0.032
H 0.741 -1.381 -1.184 0.030
H -1.926 3.626 -0.647 0.032
H -0.573 4.123 -1.132 0.030
H -3.980 -2.257 -0.824 0.033
H -3.330 -3.618 -0.637 0.030
H 5.233 -1.512 0.821 0.032
H 5.842 -0.378 0.013 0.030
H -1.544 0.226 1.775 0.033
H -1.822 1.257 2.856 0.031
O 1.130 -0.533 -0.944 -0.061
O -1.047 3.317 -0.895 -0.062
O -3.174 -2.677 -0.503 -0.061
O 5.214 -0.553 0.723 -0.062
O -2.244 0.552 2.351 -0.066
```


Which structure is most stable? (A), by 61.3 kJ/mol over the runner-up.


(A)
Density functional theory data (ωB97M-V/def2-TZVPD) for a cluster of 5 separate species, H10O5 in total.

Lowest unoccupied orbital energy: 0.16 eV
Structure (SMILES): O.O.O.O.O
HOMO: -11.442 eV
Kohn-Sham gap: 11.6 eV

```
15
Properties=species:S:1:pos:R:3:lowdin_charge:R:1
H -1.049 -1.155 0.376 0.002
H 0.381 -0.939 -0.092 0.041
H -3.683 -1.822 1.844 0.044
H -2.231 -1.394 1.706 0.001
H 3.148 0.152 2.897 0.029
H 3.732 1.554 2.824 0.034
H 0.859 -2.174 -2.957 0.027
H 0.516 -1.247 -4.111 0.032
H -0.081 2.785 -1.251 0.028
H -0.648 4.115 -1.721 0.033
O -0.521 -1.027 -0.420 -0.040
O -2.854 -1.774 2.335 -0.043
O 2.946 1.071 3.105 -0.063
O 0.154 -1.964 -3.579 -0.063
O 0.158 3.710 -1.381 -0.063
```


(B)
Density functional theory data (ωB97M-V/def2-TZVPD) for a cluster of 5 separate species, H10O5 in total.

Lowest unoccupied orbital energy: 0.61 eV
Structure (SMILES): O.O.O.O.O
HOMO: -10.957 eV
Kohn-Sham gap: 11.6 eV

```
15
Properties=species:S:1:pos:R:3:lowdin_charge:R:1
O -4.781 -2.089 -1.385 -0.014
O 2.047 1.050 0.118 -0.088
O 7.178 5.599 2.945 -0.099
O -0.741 -4.994 -0.074 0.060
O -3.668 0.550 -0.890 -0.093
H -5.087 -2.026 -0.517 0.017
H 2.244 0.616 -0.719 0.026
H 6.496 6.223 3.332 0.065
H -0.955 -4.608 -0.815 -0.054
H -4.186 -0.072 -1.495 0.038
H -4.290 -2.893 -1.498 0.040
H 2.737 1.740 0.335 0.062
H 7.052 5.467 1.989 0.034
H -0.607 -5.868 0.091 -0.005
H -3.438 1.306 -1.415 0.010
```


(C)
Density functional theory data (ωB97M-V/def2-TZVPD) for a cluster of 5 separate species, H10O5 in total.

Lowest unoccupied orbital energy: 0.58 eV
Structure (SMILES): O.O.O.O.O
HOMO: -9.357 eV
Kohn-Sham gap: 9.9 eV

```
15
Properties=species:S:1:pos:R:3:lowdin_charge:R:1
H -0.657 -0.716 -0.654 0.055
H 0.307 0.449 -0.808 0.050
H -0.002 2.016 4.419 0.064
H 0.671 1.147 3.369 0.060
H -2.353 -2.723 -3.393 0.031
H -2.096 -3.470 -4.692 0.031
H 0.163 3.156 1.833 0.041
H -0.033 3.861 3.165 0.038
H 2.098 -2.462 -1.126 0.048
H 2.052 -1.267 -2.064 0.056
O 0.247 -0.507 -0.914 -0.100
O 0.216 1.990 3.481 -0.093
O -1.769 -3.379 -3.790 -0.062
O -0.522 3.506 2.415 -0.111
O 1.678 -1.602 -1.241 -0.108
```


(D)
Density functional theory data (ωB97M-V/def2-TZVPD) for a cluster of 5 separate species, H10O5 in total.

Lowest unoccupied orbital energy: 0.12 eV
Structure (SMILES): O.O.O.O.O
HOMO: -10.817 eV
Kohn-Sham gap: 10.9 eV

```
15
Properties=species:S:1:pos:R:3:lowdin_charge:R:1
O -0.140 -2.241 -0.513 -0.091
H -0.207 -2.865 0.222 0.052
H 0.701 -2.829 -0.843 0.161
O -2.594 0.370 -1.268 -0.035
H -2.601 -0.683 -1.277 0.130
H -2.181 0.577 -2.014 -0.047
O -0.198 0.239 0.197 -0.026
H -0.919 0.766 -0.025 -0.004
H -0.077 -0.654 0.023 -0.059
O 2.635 0.394 -1.051 -0.122
H 1.873 0.943 -0.689 0.036
H 3.067 0.272 -0.152 0.058
O -0.032 1.746 2.762 -0.117
H 0.739 2.453 2.807 0.095
H -0.060 1.518 1.827 -0.031
```


Which structure is most stable? (A), by 60.7 kJ/mol over the runner-up.


(A)
Density functional theory data (ωB97M-V/def2-TZVPD) for a cluster of 5 separate species, H10O5 in total.

Lowest unoccupied orbital energy: 0.39 eV
Structure (SMILES): O.O.O.O.O
HOMO: -11.015 eV
Kohn-Sham gap: 11.4 eV

```
15
Properties=species:S:1:pos:R:3:lowdin_charge:R:1
O 18.713 -12.805 -12.623 -0.114
H 18.670 -12.672 -11.622 0.023
H 18.471 -12.024 -13.160 0.035
O 20.152 -11.507 -7.820 -0.044
H 20.537 -11.040 -8.589 0.077
H 19.543 -10.822 -7.603 0.003
O 18.802 -13.015 -9.584 0.001
H 18.972 -13.922 -9.555 0.039
H 19.368 -12.631 -8.978 -0.049
O 17.019 -13.063 -7.053 -0.067
H 17.655 -13.752 -6.823 0.038
H 17.351 -12.932 -7.948 -0.013
O 17.651 -10.405 -8.139 -0.026
H 16.857 -10.341 -7.635 0.042
H 17.268 -10.362 -9.011 0.054
```


(B)
Density functional theory data (ωB97M-V/def2-TZVPD) for a cluster of 5 separate species, H10O5 in total.

Lowest unoccupied orbital energy: 0.26 eV
Structure (SMILES): O.O.O.O.O
HOMO: -10.351 eV
Kohn-Sham gap: 10.6 eV

```
15
Properties=species:S:1:pos:R:3:lowdin_charge:R:1
O -0.238 -0.405 -0.309 0.036
H -0.753 -1.166 -0.533 0.017
H 0.551 -0.574 -0.057 -0.095
O 2.423 -0.142 0.943 -0.011
H 2.076 0.133 1.813 0.086
H 2.593 -1.037 0.878 0.010
O -2.227 -1.921 -1.529 -0.065
H -1.775 -2.835 -1.751 0.121
H -2.932 -2.242 -0.993 0.026
O 1.263 2.182 -0.640 -0.069
H 1.232 1.377 -0.203 -0.078
H 2.252 2.475 -0.731 0.103
O -1.834 1.246 1.202 -0.067
H -1.197 0.862 0.531 0.013
H -1.433 2.046 1.379 -0.027
```


Which structure is most stable? (A), by 84.6 kJ/mol over the runner-up.